Version A
71
Properties=species:S:1:pos:R:3 method="wB97M-V/def2-TZVPD" e_homo_ev=-0.8 homo_lumo_gap_ev=4.7063 charge=-2
Na 0.699 -0.034 -0.333
O -3.318 2.444 -0.746
C -2.205 1.932 -0.471
N -1.903 0.752 0.024
C -3.009 -0.119 0.263
C -2.787 -1.509 -0.290
C -3.812 -2.458 -0.175
C -3.594 -3.751 -0.598
C -2.351 -4.077 -1.135
C -1.405 -3.072 -1.228
N -1.611 -1.818 -0.825
C -0.985 2.811 -0.677
C -0.930 4.064 -0.070
C 0.227 4.810 -0.185
C 1.281 4.303 -0.932
C 1.122 3.068 -1.532
N 0.018 2.329 -1.408
H -3.965 0.272 -0.117
H -3.155 -0.271 1.349
H -4.761 -2.160 0.256
H -4.374 -4.499 -0.509
H -2.119 -5.080 -1.468
H -0.418 -3.274 -1.626
H -1.788 4.411 0.489
H 0.319 5.766 0.319
H 2.223 4.827 -1.010
H 1.922 2.624 -2.112
O 3.327 2.788 1.618
C 2.579 1.809 1.670
O 2.043 1.152 0.740
C 2.283 1.200 3.042
C 3.288 0.751 3.872
C 3.009 -0.104 4.917
C 1.714 -0.623 5.129
C 1.377 -1.562 6.118
C 0.019 -1.910 6.287
C -0.970 -1.502 5.455
C -0.654 -0.738 4.215
C 0.702 -0.111 4.258
N 1.009 0.822 3.336
H 4.298 1.063 3.646
H 3.813 -0.450 5.558
H 2.143 -1.921 6.791
H -0.255 -2.514 7.149
H -2.005 -1.755 5.648
H -1.430 -0.005 3.986
Cl -0.195 -2.359 -4.666
C -1.482 -1.187 -4.261
Cl -0.882 0.241 -3.458
H -2.177 -1.689 -3.591
H -1.961 -0.908 -5.194
C -1.653 -3.376 2.993
As -0.628 -1.803 2.432
C 1.135 -2.653 2.605
C -0.083 1.540 2.645
H -1.272 -3.743 3.947
H -1.541 -4.135 2.217
H -2.711 -3.129 3.089
H 1.254 -3.113 3.585
H 1.924 -1.919 2.439
H 1.210 -3.392 1.806
H -0.759 1.921 3.412
H -0.630 0.917 1.940
H 0.346 2.373 2.100
O 1.316 -2.020 -0.779
N 2.476 -2.521 -0.843
C 3.358 -1.916 -1.633
C 4.654 -2.496 -1.730
N 5.703 -2.966 -1.828
C 3.046 -0.742 -2.381
N 2.797 0.211 -2.977

***

Version B
71
Properties=species:S:1:pos:R:3 method="wB97M-V/def2-TZVPD" e_homo_ev=-2.4 homo_lumo_gap_ev=6.2121 charge=-2
Na 0.348 0.640 0.442
O 4.670 -0.335 -0.035
C 3.495 -0.049 0.301
N 2.377 -0.685 0.044
C 2.575 -1.894 -0.702
C 1.430 -2.262 -1.603
C 1.454 -3.500 -2.262
C 0.440 -3.822 -3.135
C -0.594 -2.911 -3.330
C -0.553 -1.731 -2.610
N 0.425 -1.414 -1.768
C 3.336 1.189 1.167
C 4.380 1.550 2.017
C 4.234 2.656 2.828
C 3.061 3.395 2.752
C 2.087 2.977 1.862
N 2.215 1.903 1.092
H 2.734 -2.755 -0.030
H 3.488 -1.840 -1.318
H 2.275 -4.184 -2.081
H 0.442 -4.773 -3.657
H -1.413 -3.119 -4.005
H -1.349 -1.000 -2.688
H 5.269 0.938 2.026
H 5.017 2.937 3.523
H 2.900 4.267 3.373
H 1.153 3.516 1.757
O -2.699 3.234 -1.197
C -2.095 2.316 -0.619
O -0.892 2.232 -0.321
C -2.975 1.106 -0.286
C -4.291 1.348 0.207
C -5.101 0.297 0.489
C -4.630 -1.021 0.254
C -5.407 -2.176 0.489
C -4.896 -3.422 0.245
C -3.581 -3.560 -0.245
C -2.810 -2.455 -0.484
C -3.315 -1.157 -0.241
N -2.503 -0.094 -0.485
H -4.600 2.372 0.345
H -6.099 0.442 0.887
H -6.416 -2.058 0.867
H -5.494 -4.305 0.433
H -3.173 -4.548 -0.417
H -1.791 -2.538 -0.837
Cl -1.236 -4.048 3.736
C -1.160 -2.513 2.826
Cl 0.159 -2.480 1.668
H -1.006 -1.704 3.534
H -2.101 -2.408 2.296
C 2.297 3.409 -1.874
As 1.372 1.684 -2.120
C 0.086 2.358 -3.454
C 2.669 0.983 -3.444
H 2.464 3.919 -2.826
H 3.254 3.233 -1.382
H 1.685 4.035 -1.227
H 0.593 2.825 -4.302
H -0.573 3.074 -2.964
H -0.534 1.536 -3.817
H 2.927 1.737 -4.192
H 2.241 0.114 -3.948
H 3.572 0.664 -2.925
O -0.625 0.465 2.376
N -0.975 1.135 3.404
C -0.125 1.216 4.433
C -0.529 1.972 5.566
N -0.839 2.572 6.501
C 1.131 0.544 4.500
N 2.126 -0.030 4.588

***

Energy comparison, zero being the most stable, in eV: version A 2.040; version B 0.000.

***

Version A
100
Properties=species:S:1:pos:R:3 method="wB97M-V/def2-TZVPD" e_homo_ev=-7.9 smiles=c1cc[nH]c1.c1cc[nH]c1.c1cc[nH]c1.c1cc[nH]c1.c1cc[nH]c1.c1cc[nH]c1.c1cc[nH]c1.c1cc[nH]c1.c1cc[nH]c1.c1cc[nH]c1 homo_lumo_gap_ev=8.4790
C 5.911 0.520 -1.975
C 4.940 1.511 -2.160
C 4.330 1.642 -0.961
N 4.882 0.782 -0.047
C 5.972 0.145 -0.626
H 6.423 0.071 -2.788
H 4.684 1.937 -3.076
H 3.527 2.272 -0.605
H 4.842 1.102 0.904
H 6.661 -0.418 0.016
C -5.309 -1.691 -2.164
C -4.491 -2.824 -1.997
C -3.396 -2.483 -1.264
N -3.550 -1.131 -0.921
C -4.720 -0.710 -1.424
H -6.206 -1.725 -2.721
H -4.784 -3.826 -2.291
H -2.508 -3.061 -1.150
H -3.158 -0.766 -0.060
H -5.173 0.218 -1.100
C 5.586 -4.555 -1.813
C 5.394 -5.241 -0.575
C 4.854 -4.339 0.335
N 4.852 -3.078 -0.285
C 5.259 -3.264 -1.578
H 5.779 -5.026 -2.754
H 5.388 -6.302 -0.465
H 4.459 -4.533 1.346
H 4.627 -2.235 0.226
H 5.454 -2.396 -2.101
C -5.870 3.706 0.756
C -5.441 3.713 2.121
C -5.775 2.511 2.598
N -6.391 1.723 1.678
C -6.505 2.502 0.537
H -5.883 4.559 0.153
H -4.896 4.460 2.689
H -5.649 2.200 3.634
H -6.791 0.857 1.793
H -6.711 1.990 -0.381
C -2.470 1.873 -2.489
C -1.939 2.427 -3.636
C -2.441 3.696 -3.706
N -3.405 3.874 -2.735
C -3.394 2.793 -1.933
H -2.225 0.895 -2.084
H -1.170 2.109 -4.364
H -2.264 4.384 -4.505
H -4.032 4.651 -2.667
H -3.959 2.738 -1.012
C 3.079 1.689 3.188
C 2.266 2.695 2.638
C 0.988 2.411 3.035
N 0.960 1.272 3.749
C 2.240 0.805 3.863
H 4.142 1.693 3.269
H 2.439 3.513 1.963
H 0.158 2.991 2.807
H 0.105 0.903 4.169
H 2.281 -0.043 4.564
C 1.407 4.527 -0.188
C 0.653 5.215 0.753
C -0.651 5.147 0.362
N -0.720 4.380 -0.736
C 0.524 3.996 -1.133
H 2.470 4.495 -0.118
H 0.955 5.724 1.556
H -1.601 5.590 0.718
H -1.486 4.320 -1.426
H 0.616 3.417 -2.043
C 0.923 -1.954 -0.585
C 0.965 -2.810 0.551
C 1.315 -2.062 1.619
N 1.633 -0.774 1.131
C 1.396 -0.731 -0.167
H 0.551 -2.287 -1.512
H 0.636 -3.891 0.392
H 1.522 -2.240 2.644
H 2.124 -0.046 1.670
H 1.521 0.173 -0.701
C -2.426 1.008 2.969
C -2.507 0.050 3.980
C -1.810 -1.083 3.585
N -1.344 -0.818 2.327
C -1.636 0.518 1.999
H -2.825 2.003 3.038
H -3.071 0.159 4.907
H -1.715 -2.112 3.897
H -0.806 -1.423 1.789
H -1.197 0.976 1.075
C 0.636 -6.372 -1.225
C 0.157 -5.421 -2.100
C 1.189 -4.679 -2.582
N 2.301 -5.192 -2.007
C 2.027 -6.238 -1.171
H -0.052 -7.044 -0.655
H -0.876 -5.293 -2.297
H 1.207 -3.829 -3.244
H 3.233 -4.796 -2.065
H 2.786 -6.791 -0.632

***

Version B
100
Properties=species:S:1:pos:R:3 method="wB97M-V/def2-TZVPD" e_homo_ev=-7.8 smiles=c1cc[nH]c1.c1cc[nH]c1.c1cc[nH]c1.c1cc[nH]c1.c1cc[nH]c1.c1cc[nH]c1.c1cc[nH]c1.c1cc[nH]c1.c1cc[nH]c1.c1cc[nH]c1 homo_lumo_gap_ev=8.4068
C -36.112 11.865 31.947
C -36.844 11.488 30.591
C -37.514 10.335 30.917
N -37.432 10.141 32.231
C -36.590 10.984 32.922
H -35.529 12.656 31.855
H -36.697 12.051 29.643
H -38.145 9.657 30.227
H -38.056 9.407 32.675
H -36.070 10.932 33.945
C -25.848 14.719 31.905
C -26.972 13.769 31.362
C -27.981 14.662 31.026
N -27.413 15.916 31.302
C -26.148 15.993 31.894
H -24.858 14.287 32.144
H -27.316 12.723 31.472
H -29.020 14.754 30.959
H -27.842 16.803 31.123
H -25.598 16.753 32.133
C -31.343 12.458 30.643
C -30.347 11.313 30.824
C -31.103 10.146 30.945
N -32.469 10.552 31.006
C -32.617 11.867 30.815
H -31.198 13.480 30.447
H -29.361 11.401 30.761
H -30.724 9.066 31.157
H -33.321 9.735 30.901
H -33.565 12.435 30.758
C -32.109 16.078 32.262
C -33.312 15.256 32.231
C -33.046 14.310 33.193
N -31.736 14.525 33.656
C -31.067 15.490 33.043
H -31.652 17.000 31.916
H -34.159 15.632 31.614
H -33.486 13.337 33.500
H -31.292 13.999 34.364
H -30.020 15.825 33.369
C -33.525 7.061 29.957
C -33.187 7.297 31.470
C -34.163 8.045 32.001
N -34.945 8.560 30.996
C -34.585 8.023 29.797
H -33.111 6.431 29.056
H -32.342 6.813 32.058
H -34.306 8.405 32.866
H -35.772 9.087 31.228
H -35.375 8.291 28.960
C -29.557 12.369 34.577
C -28.574 13.475 34.790
C -28.933 13.909 35.974
N -30.049 13.261 36.418
C -30.285 12.166 35.662
H -29.643 11.710 33.694
H -27.786 13.806 34.066
H -28.496 14.880 36.325
H -30.574 13.512 37.246
H -31.036 11.497 36.090
C -33.324 9.448 35.960
C -31.997 8.800 35.463
C -31.653 9.398 34.328
N -32.532 10.423 34.126
C -33.616 10.482 35.060
H -33.972 9.167 36.987
H -31.521 7.846 35.727
H -30.873 9.192 33.658
H -32.425 10.732 33.170
H -34.508 11.210 35.046
C -35.755 13.866 26.586
C -35.088 13.797 27.878
C -34.069 12.929 27.718
N -34.014 12.557 26.497
C -35.121 12.977 25.842
H -36.666 14.485 26.185
H -35.285 14.442 28.693
H -33.200 12.695 28.277
H -33.329 11.897 26.089
H -34.953 12.515 24.815
C -32.218 9.925 27.148
C -33.217 9.181 26.318
C -32.988 9.693 25.075
N -32.014 10.658 25.147
C -31.400 10.720 26.342
H -32.048 9.731 28.284
H -33.928 8.569 26.703
H -33.594 9.500 24.253
H -31.851 11.178 24.319
H -30.503 11.250 26.396
C -27.965 10.505 28.141
C -26.593 10.204 27.559
C -26.021 11.411 27.293
N -26.740 12.361 27.816
C -27.941 11.795 28.314
H -28.923 10.089 28.538
H -26.184 9.188 27.286
H -24.989 11.852 26.775
H -26.434 13.309 27.896
H -28.869 12.464 28.696

***

Energy comparison, zero being the most stable, in eV: version A 0.000; version B 10.015.

***

Version A
39
Properties=species:S:1:pos:R:3 method="wB97M-V/def2-TZVPD" e_homo_ev=-8.3 homo_lumo_gap_ev=8.6605
C -3.034 -2.553 -1.666
C -2.531 -1.483 -0.746
C -2.815 -0.150 -0.993
C -2.360 0.865 -0.166
C -1.595 0.542 0.944
O -1.059 1.437 1.825
C -1.310 2.802 1.647
C -0.918 3.467 0.326
O -1.538 4.407 -0.102
O 0.159 3.075 -0.353
N 0.897 1.964 0.129
C 1.948 1.717 -0.561
N 2.402 2.459 -1.596
C 2.733 0.541 -0.144
C 4.121 0.516 -0.260
C 4.792 -0.630 0.138
N 4.186 -1.702 0.615
C 2.868 -1.673 0.729
C 2.092 -0.584 0.367
C -1.319 -0.798 1.212
C -1.771 -1.809 0.384
C -1.439 -3.237 0.696
H -3.595 -2.118 -2.490
H -2.205 -3.129 -2.077
H -3.685 -3.245 -1.132
H -3.409 0.113 -1.857
H -2.608 1.888 -0.402
H -0.725 3.300 2.430
H -2.372 3.040 1.802
H 3.112 2.099 -2.209
H 1.812 3.202 -1.934
H 4.669 1.371 -0.624
H 5.870 -0.694 0.069
H 2.415 -2.572 1.127
H 1.020 -0.591 0.467
H -0.741 -1.026 2.095
H -2.348 -3.825 0.812
H -0.862 -3.306 1.614
H -0.860 -3.680 -0.114

***

Version B
39
Properties=species:S:1:pos:R:3 method="wB97M-V/def2-TZVPD" e_homo_ev=-8.4 homo_lumo_gap_ev=8.8065
C 7.009 -0.442 -2.372
C 5.575 -0.569 -1.954
C 5.092 -1.724 -1.365
C 3.764 -1.828 -0.978
C 2.899 -0.765 -1.179
O 1.567 -0.769 -0.841
C 1.069 -1.852 -0.094
C -0.351 -1.478 0.323
O -1.338 -2.099 0.024
O -0.321 -0.360 1.034
N -1.537 0.125 1.568
C -2.436 0.524 0.750
N -2.338 0.627 -0.597
C -3.685 0.998 1.380
C -4.465 1.993 0.797
C -5.629 2.380 1.443
N -6.041 1.854 2.582
C -5.295 0.915 3.140
C -4.113 0.450 2.587
C 3.365 0.415 -1.774
C 2.416 1.554 -1.984
C 4.692 0.490 -2.150
H 7.500 0.348 -1.804
H 7.546 -1.372 -2.207
H 7.077 -0.182 -3.428
H 5.752 -2.562 -1.201
H 3.420 -2.746 -0.527
H 1.669 -2.021 0.810
H 1.024 -2.772 -0.691
H -3.178 0.705 -1.142
H -1.544 0.218 -1.063
H -4.166 2.476 -0.121
H -6.265 3.150 1.027
H -5.667 0.519 4.075
H -3.525 -0.317 3.062
H 2.943 2.439 -2.330
H 1.661 1.281 -2.721
H 1.898 1.783 -1.054
H 5.055 1.400 -2.607

***

Energy comparison, zero being the most stable, in eV: version A 0.000; version B 0.068.

***

Version A
20
Properties=species:S:1:pos:R:3 method="wB97M-V/def2-TZVPD" e_homo_ev=-8.7 smiles=CCNCCS.O homo_lumo_gap_ev=9.4318
C -1.120 -2.154 -1.803
C -1.725 -1.076 -0.888
N -0.870 0.115 -0.985
C -1.222 1.264 -0.103
C -1.153 0.977 1.413
S 0.586 1.202 1.935
H -1.073 -3.072 -1.215
H -0.113 -1.930 -2.147
H -1.761 -2.268 -2.673
H -2.672 -0.703 -1.304
H -1.995 -1.400 0.124
H 0.073 -0.177 -0.724
H -0.546 2.022 -0.493
H -2.293 1.362 -0.324
H -1.619 -0.001 1.427
H -1.824 1.656 1.930
H 0.261 1.797 3.103
O 3.961 -1.187 -1.278
H 4.601 -0.471 -1.411
H 4.247 -1.729 -2.031

***

Version B
20
Properties=species:S:1:pos:R:3 method="wB97M-V/def2-TZVPD" e_homo_ev=-9.2 smiles=C[C@H](N)CCS.O homo_lumo_gap_ev=9.8237
C 1.234 -1.739 -0.634
C 0.305 -0.869 0.231
N 0.330 -1.152 1.713
C -1.107 -1.043 -0.382
C -1.966 0.282 -0.172
S -1.119 1.598 -1.138
H 1.016 -2.732 -1.156
H 1.642 -1.010 -1.418
H 2.183 -2.106 -0.140
H 0.653 0.203 0.148
H 0.796 -0.520 2.257
H 0.685 -2.124 1.685
H -1.462 -2.191 -0.225
H -1.045 -1.187 -1.454
H -1.922 0.599 0.917
H -3.120 0.117 -0.287
H -2.202 2.485 -1.168
O 2.818 1.118 1.385
H 1.864 1.076 1.226
H 3.158 1.163 0.494

***

Energy comparison, zero being the most stable, in eV: version A 0.000; version B 0.816.